Entry 1:
The following is a quantum chemistry calculation of a 8-piece molecular cluster, C9H28F6N10O13PS2 overall, from the OMol25 dataset.

Geometry as ORCA input:
```
! wB97M-V def2-TZVPD RIJCOSX def2/J DEFGRID3
* xyz -1 1
P 0.615 -0.989 0.165
F 1.177 -1.960 -0.984
F 0.125 0.088 -0.943
F -0.860 -1.658 0.030
F -0.031 -0.015 1.340
F 0.990 -2.055 1.309
F 1.968 -0.094 0.307
C 4.967 -1.601 1.974
O 5.527 -1.637 0.870
N 3.884 -0.818 2.225
N 5.630 -2.035 3.109
H 3.390 -0.568 1.377
H 3.567 -0.769 3.174
H 6.521 -2.470 2.968
H 5.303 -1.739 4.007
C 4.034 0.091 -2.593
O 5.046 0.780 -2.471
N 2.874 0.607 -3.086
N 3.963 -1.178 -2.119
H 2.927 1.558 -3.400
H 2.013 0.100 -3.154
H 3.104 -1.691 -2.153
H 4.716 -1.360 -1.468
C 1.365 3.376 2.010
O 1.696 4.367 2.676
N 2.246 2.468 1.490
N 0.076 2.986 1.955
H 1.962 1.828 0.770
H 3.212 2.714 1.627
H -0.240 2.191 1.426
H -0.632 3.634 2.252
C 1.404 -1.719 4.979
O 2.191 -1.011 5.636
N 0.651 -1.210 3.983
N 1.254 -3.027 5.277
H 0.125 -1.815 3.383
H 0.743 -0.227 3.799
H 0.598 -3.541 4.711
H 1.587 -3.458 6.113
C -3.384 0.778 1.509
O -4.281 1.577 1.805
N -3.011 0.532 0.233
N -2.865 -0.079 2.436
H -2.366 -0.224 0.073
H -3.429 1.067 -0.506
H -3.028 0.107 3.409
H -1.957 -0.476 2.252
C -1.573 2.709 -2.622
C -2.415 3.940 -2.907
O -3.730 3.621 -2.499
S -4.072 2.137 -2.932
O -4.343 2.007 -4.344
O -4.911 1.438 -1.997
O -2.540 1.633 -2.659
H -0.958 2.643 -1.729
H -0.948 2.528 -3.499
H -2.533 4.166 -3.972
H -1.929 4.817 -2.481
C -2.964 -1.466 -3.787
C -2.035 -2.108 -2.746
O -2.944 -2.570 -1.756
S -4.514 -2.729 -2.291
O -5.337 -1.749 -1.645
O -5.040 -4.052 -2.335
O -4.144 -2.195 -3.783
H -2.552 -1.332 -4.790
H -3.052 -0.395 -3.574
H -1.281 -1.444 -2.333
H -1.558 -3.028 -3.100
*
```

## Properties
LUMO level = 1.822 eV
Max |F| = 3.0 eV Å⁻¹


Entry 2:
The following is a quantum chemistry calculation of C9H28O5 as an isolated structure, from the OMol25 dataset.

Geometry as ORCA input:
```
! wB97M-V def2-TZVPD RIJCOSX def2/J DEFGRID3
* xyz 0 1
O -1.895 1.996 -1.382
H -2.795 1.935 -1.060
H -1.922 2.694 -2.037
O -0.146 0.969 -0.344
H 0.063 1.583 0.360
H -0.780 1.435 -0.889
C 1.003 1.156 2.141
C 0.047 1.884 3.116
C -1.476 1.968 2.514
O 0.018 1.101 4.266
H 0.599 0.158 1.975
H 2.019 0.971 2.491
H 1.175 1.686 1.204
H 0.481 2.838 3.417
H -1.814 0.940 2.379
H -1.536 2.587 1.619
H -2.133 2.231 3.344
H 0.915 0.947 4.573
C -0.965 -2.014 -0.113
C -1.777 -1.457 -1.302
C -1.044 -0.935 -2.530
O -2.408 -2.634 -1.741
H -1.565 -2.345 0.735
H -0.364 -1.184 0.258
H -0.296 -2.813 -0.430
H -2.432 -0.659 -0.952
H -0.263 -1.536 -2.996
H -0.675 0.083 -2.407
H -1.774 -0.771 -3.323
H -2.706 -2.549 -2.649
C 3.060 -1.160 -1.806
C 1.736 -0.817 -1.173
C 1.704 -1.152 0.319
O 1.394 0.533 -1.243
H 3.464 -2.171 -1.774
H 3.869 -0.543 -1.414
H 3.091 -0.763 -2.821
H 0.893 -1.326 -1.641
H 0.788 -0.710 0.710
H 2.422 -0.649 0.967
H 1.530 -2.195 0.584
H 0.494 0.689 -0.946
*
```

## Properties
LUMO level = -0.237 eV
Energy relative to the best compared isomer or geometry (same formula, charge and spin) = 765.6 kJ/mol
Max |F| = 18.7 eV Å⁻¹


Entry 3:
The following is a quantum chemistry calculation of a 4-piece molecular cluster, C9H29N4O4 overall, from the OMol25 dataset.

Geometry as ORCA input:
```
! wB97M-V def2-TZVPD RIJCOSX def2/J DEFGRID3
* xyz 1 1
O -4.851 -4.081 -15.107
H -5.387 -4.698 -15.672
H -4.974 -4.324 -14.133
H -5.096 -3.117 -15.304
C -5.641 -1.034 -16.760
O -5.330 -1.667 -15.743
N -4.784 -0.834 -17.800
N -6.823 -0.360 -16.835
H -4.007 -1.449 -17.960
H -5.175 -0.347 -18.588
H -7.044 0.229 -17.614
H -7.429 -0.539 -16.054
C -8.470 -5.907 -18.036
C -7.532 -5.557 -16.868
C -6.801 -6.794 -16.396
O -6.115 -6.493 -15.196
C -5.710 -7.663 -14.502
N -6.595 -4.481 -17.231
H -7.886 -6.141 -18.926
H -9.100 -5.046 -18.276
H -9.187 -6.684 -17.770
H -8.174 -5.219 -16.050
H -6.074 -7.122 -17.158
H -7.493 -7.640 -16.334
H -5.284 -7.340 -13.549
H -4.916 -8.189 -15.032
H -6.569 -8.276 -14.232
H -7.179 -3.741 -17.602
H -5.920 -4.772 -17.928
C -2.411 -3.908 -12.778
C -3.518 -4.666 -12.060
C -3.343 -4.664 -10.542
O -4.417 -5.368 -9.988
C -4.289 -5.631 -8.601
N -4.818 -4.057 -12.429
H -2.524 -4.068 -13.848
H -1.427 -4.282 -12.489
H -2.405 -2.841 -12.555
H -3.503 -5.720 -12.353
H -3.322 -3.608 -10.229
H -2.392 -5.140 -10.280
H -4.340 -4.692 -8.040
H -3.367 -6.175 -8.393
H -5.153 -6.218 -8.302
H -4.936 -3.293 -11.756
H -5.591 -4.625 -12.069
*
```

## Properties
LUMO level = -2.112 eV
Energy relative to the best compared isomer or geometry (same formula, charge and spin) = 0.0 kJ/mol
Max |F| = 1.2 eV Å⁻¹


Entry 4:
The following is a quantum chemistry calculation of C9H2F6N3O11PtS2 as an isolated structure, from the OMol25 dataset.

Geometry as ORCA input:
```
! wB97M-V def2-TZVPD RIJCOSX def2/J DEFGRID3
* xyz -1 3
Pt 0.855 1.226 -0.776
F -3.388 2.770 1.963
C -2.564 1.842 1.476
F -2.651 1.834 0.153
F -2.920 0.655 1.952
S -0.834 2.206 2.002
O -0.051 1.167 1.336
O -0.859 2.198 3.424
N -0.558 3.655 1.451
S 0.098 3.927 0.053
O 1.420 3.295 -0.098
O -0.769 3.844 -1.082
C 0.505 5.707 0.276
F 1.123 6.133 -0.824
F -0.611 6.409 0.445
F 1.301 5.892 1.319
O 3.905 -1.613 -0.825
C 2.810 -1.084 -0.798
O 2.669 0.210 -0.759
C 1.578 -1.971 -0.757
C 1.803 -3.279 -0.369
C 0.779 -4.210 -0.349
C -0.507 -3.863 -0.722
C -0.738 -2.559 -1.084
C 0.274 -1.567 -1.146
O -0.026 -0.398 -1.627
N -2.128 -2.209 -1.404
O -2.782 -3.043 -2.008
O -2.587 -1.203 -0.909
N 1.051 -5.582 0.059
O 2.182 -5.864 0.408
O 0.123 -6.375 0.045
H 2.810 -3.569 -0.106
H -1.314 -4.579 -0.718
*
```

## Properties
LUMO level (alpha / beta) = 1.974 / 0.644 eV
Energy relative to the best compared isomer or geometry (same formula, charge and spin) = 0.0 kJ/mol
Max |F| = 1.0 eV Å⁻¹
⟨S²⟩ = 2.00


Entry 5:
The following is a quantum chemistry calculation of C9H2I2O6S4Tl as an isolated structure, from the OMol25 dataset.

Geometry as ORCA input:
```
! wB97M-V def2-TZVPD RIJCOSX def2/J DEFGRID3
* xyz -1 1
Tl -1.166 0.210 -1.316
I 1.118 0.234 2.833
C 2.891 -0.879 2.527
I 3.510 -0.881 0.489
H 2.597 -1.857 2.851
H 3.534 -0.494 3.239
O 1.971 5.539 -4.279
C 1.334 4.666 -3.727
S 1.298 4.397 -2.000
C 0.216 2.961 -1.921
C -0.283 2.625 -3.107
S -1.277 1.246 -3.602
S 0.230 3.571 -4.509
S -0.053 2.302 -0.341
O -1.782 -4.020 3.122
C -1.715 -3.201 2.270
C -0.456 -2.990 1.384
O 0.626 -3.513 1.563
C -0.819 -1.976 0.452
C -2.166 -1.535 0.670
O -2.705 -0.487 0.000
C -2.829 -2.276 1.761
O -3.982 -2.241 2.087
O -0.092 -1.401 -0.445
*
```

## Properties
LUMO level = 1.516 eV
Max |F| = 3.0 eV Å⁻¹


Entry 6:
The following is a quantum chemistry calculation of a 6-piece molecular cluster, C9H30O6 overall, from the OMol25 dataset.

Geometry as ORCA input:
```
! wB97M-V def2-TZVPD RIJCOSX def2/J DEFGRID3
* xyz 0 1
C 2.694 1.699 -1.833
C 2.607 0.239 -1.432
C 2.754 0.062 0.069
O 1.345 -0.257 -1.893
H 1.681 2.104 -1.860
H 3.136 1.844 -2.818
H 3.257 2.300 -1.118
H 3.420 -0.318 -1.914
H 2.663 -0.983 0.379
H 2.002 0.636 0.614
H 3.757 0.383 0.362
H 1.152 -1.078 -1.427
C 0.514 -3.547 1.052
C 0.817 -3.827 2.491
C 1.184 -2.578 3.291
O -0.361 -4.427 3.091
H 0.437 -4.451 0.445
H 1.391 -3.045 0.622
H -0.338 -2.886 0.907
H 1.602 -4.581 2.595
H 1.882 -1.920 2.765
H 1.714 -2.866 4.202
H 0.285 -2.009 3.520
H -0.065 -4.996 3.806
C -2.669 3.964 -0.934
C -1.184 4.267 -0.888
C -0.414 3.226 -0.093
O -0.655 4.365 -2.220
H -3.199 4.723 -1.507
H -3.104 3.917 0.068
H -2.835 2.977 -1.376
H -0.990 5.258 -0.475
H -0.670 2.227 -0.453
H -0.662 3.288 0.971
H 0.662 3.383 -0.148
H -0.827 3.546 -2.697
O -3.664 -1.081 1.558
H -3.648 -2.000 1.840
H -2.946 -1.009 0.917
O -1.343 -0.789 -0.344
H -1.121 0.147 -0.356
H -1.519 -1.013 -1.270
O -2.578 -1.435 -2.883
H -2.799 -2.306 -3.226
H -3.364 -1.154 -2.401
*
```

## Properties
LUMO level = 0.354 eV
Energy relative to the best compared isomer or geometry (same formula, charge and spin) = 42.3 kJ/mol
Max |F| = 1.2 eV Å⁻¹
SMILES = CC(C)O.CC(C)O.CC(C)O.O.O.O


Entry 7:
The following is a quantum chemistry calculation of a 6-piece molecular cluster, C9H30O9 overall, from the OMol25 dataset.

Geometry as ORCA input:
```
! wB97M-V def2-TZVPD RIJCOSX def2/J DEFGRID3
* xyz 0 1
O 2.002 3.918 5.298
C 2.572 3.271 4.147
C 1.406 2.972 3.229
O 0.506 2.123 3.925
H 2.732 4.266 5.882
H 3.242 4.022 3.729
H 3.121 2.418 4.448
H 1.790 2.521 2.277
H 0.994 3.937 2.970
H 0.187 2.575 4.679
O -3.911 1.196 2.513
C -2.880 1.814 1.801
C -2.815 1.271 0.448
O -2.559 -0.079 0.591
H -3.856 0.278 2.219
H -3.066 2.915 1.803
H -1.877 1.617 2.258
H -2.026 1.775 -0.086
H -3.772 1.413 -0.094
H -1.634 -0.247 0.880
O 0.592 -0.324 -1.712
C 1.123 0.032 -2.983
C 2.277 -0.832 -3.453
O 3.202 -1.072 -2.494
H -0.235 -0.816 -1.843
H 0.394 0.120 -3.784
H 1.535 1.053 -2.814
H 2.699 -0.349 -4.318
H 1.950 -1.732 -3.982
H 3.615 -0.253 -2.310
C 0.632 -4.135 -1.947
O -0.361 -4.234 -2.964
H 0.304 -3.636 -0.975
H 1.036 -5.109 -1.697
H 1.532 -3.636 -2.291
H -0.068 -4.991 -3.441
C 0.958 -0.868 1.689
O 0.326 0.060 0.825
H 0.296 -1.617 2.110
H 1.771 -1.411 1.180
H 1.384 -0.333 2.539
H 0.511 -0.014 -0.133
C -2.666 -1.757 -3.375
O -2.005 -1.113 -2.267
H -1.913 -2.459 -3.786
H -3.571 -2.351 -3.105
H -3.004 -1.095 -4.152
H -2.471 -1.106 -1.432
*
```

## Properties
LUMO level = 0.659 eV
Energy relative to the best compared isomer or geometry (same formula, charge and spin) = 74.0 kJ/mol
Max |F| = 2.6 eV Å⁻¹
SMILES = OCCO.OCCO.OCCO.CO.CO.CO


Entry 8:
The following is a quantum chemistry calculation of C9H31FN11O6Sr as an isolated structure, from the OMol25 dataset.

Geometry as ORCA input:
```
! wB97M-V def2-TZVPD RIJCOSX def2/J DEFGRID3
* xyz 1 1
Sr -22.538 -1.885 1.792
F -23.252 0.150 0.443
C -20.845 -1.005 5.327
C -22.347 -0.828 5.341
C -22.718 0.326 6.282
O -24.033 0.104 6.727
C -24.567 1.139 7.535
N -22.809 -0.609 3.955
H -20.497 -1.457 6.257
H -20.341 -0.045 5.168
H -20.488 -1.604 4.487
H -22.842 -1.713 5.740
H -22.661 1.252 5.690
H -22.014 0.372 7.120
H -25.305 0.670 8.178
H -24.964 1.956 6.926
H -23.793 1.590 8.168
H -23.771 -0.260 4.010
H -22.321 0.247 3.669
C -21.695 -2.258 -1.477
O -21.353 -2.281 -0.288
N -22.697 -1.404 -1.836
N -21.169 -2.993 -2.490
H -23.039 -0.732 -1.147
H -22.955 -1.339 -2.804
H -20.567 -3.771 -2.287
H -21.541 -2.951 -3.421
C -20.136 0.550 1.089
O -20.643 -0.261 1.874
N -18.781 0.685 0.999
N -20.901 1.396 0.374
H -18.327 1.257 0.311
H -18.229 0.047 1.541
H -21.896 1.123 0.326
H -20.535 2.106 -0.233
C -25.840 -1.718 0.483
O -24.765 -2.307 0.594
N -27.027 -2.402 0.478
N -25.851 -0.373 0.363
H -27.900 -1.912 0.393
H -27.032 -3.258 1.002
H -26.707 0.130 0.500
H -24.905 0.028 0.335
C -23.822 -4.622 4.270
O -23.662 -3.547 3.697
N -23.883 -5.799 3.571
N -23.835 -4.689 5.625
H -23.936 -5.694 2.574
H -24.305 -6.586 4.032
H -23.761 -3.793 6.074
H -24.104 -5.474 6.188
C -20.125 -4.348 3.036
O -20.923 -3.488 2.663
N -19.073 -4.047 3.835
N -20.212 -5.648 2.635
H -18.348 -4.698 4.076
H -18.983 -3.139 4.253
H -19.620 -6.300 3.117
H -21.019 -5.940 2.120
*
```

## Properties
LUMO level = -1.881 eV
Max |F| = 2.1 eV Å⁻¹


Entry 9:
The following is a quantum chemistry calculation of C9H31KO9 as an isolated structure, from the OMol25 dataset.

Geometry as ORCA input:
```
! wB97M-V def2-TZVPD RIJCOSX def2/J DEFGRID3
* xyz 0 1
K -3.270 -0.308 1.379
C 1.527 -0.116 0.314
C 0.059 -0.582 0.369
O -0.377 -1.159 -0.642
O -0.597 -0.112 1.292
H 2.048 -0.565 -0.532
H 2.026 -0.294 1.266
H 1.586 0.949 0.086
C -2.086 -3.860 1.054
O -2.427 -2.687 0.328
H -1.521 -3.651 1.962
H -2.934 -4.410 1.460
H -1.366 -4.520 0.570
H -1.625 -2.283 -0.010
C 2.310 4.233 -1.117
O 1.874 4.623 -2.398
H 3.246 3.675 -1.151
H 2.408 5.052 -0.404
H 1.483 3.642 -0.725
H 2.169 3.946 -3.012
C 1.106 -1.872 4.132
O 1.682 -0.782 4.816
H 1.572 -2.844 4.287
H 0.067 -2.020 4.428
H 1.062 -1.683 3.059
H 1.479 0.008 4.309
C 0.668 2.880 2.960
O 1.063 1.572 3.235
H -0.297 3.265 3.288
H 1.430 3.515 3.413
H 0.614 3.146 1.905
H 0.739 0.909 2.621
C -0.616 2.187 -2.705
O -2.023 2.233 -2.579
H -0.309 1.178 -2.428
H -0.342 2.283 -3.756
H -0.125 2.937 -2.084
H -2.338 1.603 -1.927
C -3.366 -0.788 -2.389
O -2.832 -0.032 -1.266
H -2.571 -0.977 -3.110
H -3.913 -1.683 -2.090
H -4.011 -0.141 -2.983
H -1.902 -0.255 -1.188
C 1.710 -2.929 -2.314
O 0.917 -2.111 -3.071
H 2.427 -2.344 -1.738
H 0.959 -3.397 -1.678
H 2.311 -3.696 -2.803
H 0.306 -1.735 -2.434
*
```

## Properties
LUMO level = -0.710 eV
Energy relative to the best compared isomer or geometry (same formula, charge and spin) = 0.0 kJ/mol
Max |F| = 3.6 eV Å⁻¹


Entry 10:
The following is a quantum chemistry calculation of C9H33AsB3F6NNaOSn2 as an isolated structure, from the OMol25 dataset.

Geometry as ORCA input:
```
! wB97M-V def2-TZVPD RIJCOSX def2/J DEFGRID3
* xyz 1 1
Na -21.200 14.998 0.851
Sn -22.345 10.373 2.356
Sn -19.082 12.190 -0.671
B -20.252 9.899 1.171
H -20.544 10.838 1.838
H -19.110 9.981 0.943
H -20.516 8.951 1.792
H -20.873 9.899 0.183
B -21.908 12.674 0.396
H -21.991 11.605 -0.071
H -22.806 12.826 1.130
H -20.996 12.746 1.023
H -21.969 13.470 -0.397
B -19.293 15.244 -0.762
H -20.294 15.148 -1.277
H -18.361 15.218 -1.454
H -19.329 16.285 -0.257
H -19.348 14.452 0.054
As -19.343 13.192 3.764
F -18.586 11.857 4.586
F -20.858 12.241 3.447
F -20.022 14.600 2.922
F -17.874 14.139 3.936
F -18.686 12.628 2.156
F -19.979 13.734 5.293
C -20.773 18.357 1.022
C -22.027 18.281 1.878
N -22.843 17.080 1.628
C -23.676 16.750 2.791
C -22.840 16.057 3.889
C -23.617 17.306 0.394
C -24.680 16.293 0.012
H -21.068 18.198 -0.019
H -20.073 17.599 1.358
H -20.506 19.412 0.976
H -21.667 18.271 2.907
H -22.635 19.175 1.700
H -24.136 17.621 3.276
H -24.545 16.117 2.606
H -22.099 16.735 4.308
H -23.485 15.762 4.717
H -22.364 15.175 3.460
H -22.929 17.352 -0.452
H -24.031 18.323 0.450
H -24.228 15.296 0.040
H -24.876 16.525 -1.033
H -25.544 16.268 0.671
C -27.600 11.742 2.442
C -26.163 12.049 2.122
O -25.212 11.374 2.493
C -25.870 13.302 1.370
H -27.953 12.730 2.745
H -27.779 10.973 3.186
H -28.121 11.494 1.515
H -26.348 13.333 0.391
H -24.833 13.620 1.296
H -26.209 14.156 1.970
*
```

## Properties
LUMO level = -5.867 eV
Energy relative to the best compared isomer or geometry (same formula, charge and spin) = 128.9 kJ/mol
Max |F| = 3.5 eV Å⁻¹